(1)
Entry from the OMol25 dataset: a structure of composition C16H25N3O3S (ωB97M-V/def2-TZVPD).

ORCA input file:
```
! wB97M-V def2-TZVPD RIJCOSX def2/J DEFGRID3
* xyz 0 1
C -0.2075 0.3314 -1.4049
H 6.3065 -0.7755 -0.9332
C -4.8138 -2.1045 -0.9255
C 5.4952 -0.0550 -1.2149
H 0.4134 0.8605 -1.8808
H -6.3648 -1.1882 1.2797
H 5.7051 0.1258 -2.7098
H 6.3112 0.5325 0.8742
C 4.1237 0.7730 1.0122
C 0.5471 0.4211 1.2549
H -0.7472 2.2047 1.4741
H -4.0071 -2.7565 -1.3432
C -4.8600 0.0767 0.3649
H 3.3895 -0.0326 -1.5818
N 3.9182 -0.5219 0.2840
H -6.7689 0.4535 1.2712
S 2.5416 -1.2972 1.0144
H -0.8808 -0.1751 -2.3524
C 0.4503 -0.9138 -0.5884
H -5.6983 -1.7597 -1.4495
H -5.1459 2.0640 1.2381
H -2.4207 -1.1470 -1.2567
H -6.9335 -0.4967 -0.1846
C 4.0180 -0.4711 -0.9055
C -0.1301 1.6124 0.3276
H 3.9664 -1.4822 -1.3181
H 4.1223 0.7177 2.0537
C -2.9525 -0.5984 -0.5638
H 0.5590 2.3095 0.0409
H 5.8545 2.4221 0.7822
H -5.2027 -2.6828 -0.0495
O 2.6931 -1.0145 2.2920
C -4.3117 -0.9451 -0.1754
H -2.7833 2.4082 0.8181
H -0.2690 -0.0286 1.8531
C -2.2907 0.5120 -0.3602
C -4.2810 1.3749 0.7430
C 5.6333 1.0452 0.5106
N 1.3968 -0.4357 0.3502
H 3.4910 1.6368 0.4332
H 1.2426 -1.5169 -1.2343
C -6.3941 -0.2210 0.7706
N -0.9844 0.8737 -0.6483
H -0.3292 -1.5077 -0.0136
H 1.3031 1.0930 2.0360
C -3.0700 1.5584 0.4604
O 2.4846 -2.4904 0.4499
O 5.8808 1.2111 -0.8946
*
```

Output
Kohn-Sham gap	8.165	eV
HOMO energy	-7.68	eV

Atom charges from the Mulliken analysis, given in e for atoms 1 to 6: atom 1 (C): -1.526, atom 2 (H): 0.342, atom 3 (C): -1.263, atom 4 (C): -0.638, atom 5 (H): 0.766, atom 6 (H): 0.323

***

(2)
Entry from the OMol25 dataset: a cluster of 5 separate species, C6H20O5 in total (ωB97M-V/def2-TZVPD).

ORCA input file:
```
! wB97M-V def2-TZVPD RIJCOSX def2/J DEFGRID3
* xyz 0 1
H -0.0968 1.5613 2.1013
H 1.5105 0.0856 1.0251
H 3.7863 0.0404 2.5345
O -3.5646 1.6215 1.8504
H -3.5510 0.7344 2.2042
C -1.2650 -0.3682 -0.9896
H 3.0960 -2.7820 2.0782
H -3.4846 1.6817 0.9231
H 2.5023 -0.6524 2.7810
H 1.8800 -2.9345 2.9731
H -0.9097 1.9773 0.5478
H -2.2078 -0.0895 -0.5114
H 0.5716 1.6489 -2.8947
O 3.0493 0.0459 3.1467
H 0.3494 -1.5082 0.0366
C 0.7047 0.4971 0.4321
O 2.2329 -2.3914 2.2581
C -1.5011 -1.4561 -2.0573
H 1.4027 2.8393 -2.2849
C 0.0266 1.7281 1.0339
H -2.5541 -1.4238 -2.3486
H -0.9444 0.5268 -1.5289
H -0.7226 -0.8047 1.1396
C -0.3008 -0.6510 0.1408
C -0.6222 -1.1406 -3.2553
H 0.7318 2.5579 1.0686
O 0.4716 -1.6577 -3.3189
H -1.2550 -2.4739 -1.7676
O 0.5497 2.5667 -2.6264
H 1.1002 0.8437 -0.5309
H -0.9859 -0.6225 -4.1605
*
```

Output
structure (SMILES)	CCCCCC=O.O.O.O.O
Kohn-Sham gap	10.247	eV
HOMO energy	-9.90	eV

Atom charges from the Mulliken analysis, given in e for atoms 1 to 6: atom 1 (H): 0.345, atom 2 (H): 0.078, atom 3 (H): 0.313, atom 4 (O): -0.622, atom 5 (H): 0.313, atom 6 (C): -0.456

***

(3)
Entry from the OMol25 dataset: a structure of composition C41H43ClN5NaO5S2 (ωB97M-V/def2-TZVPD).

ORCA input file:
```
! wB97M-V def2-TZVPD RIJCOSX def2/J DEFGRID3
* xyz -2 1
H 0.3139 -5.6555 -1.7964
H -4.8690 -5.8082 2.5695
H 0.9384 -6.7092 -3.1149
C 4.8253 1.8616 -2.6123
H -2.9492 -4.1037 5.9698
S -4.0349 -0.7504 -0.0798
H 6.7795 0.9548 -2.4585
N 0.8230 1.0876 -1.1653
C -4.4478 -2.9355 5.0463
C -3.6991 6.0064 -1.3375
C 4.8030 1.6684 -4.1853
S -5.9789 -0.7883 2.0466
H 4.5635 0.6357 -4.5172
H 2.4351 -1.0309 5.7277
H 6.2676 3.3845 -2.8918
N -2.3070 2.9105 -1.1328
H 2.9315 -5.7975 -3.3390
H 3.7562 -2.2730 3.8922
H -4.3955 5.3204 -1.7851
C 5.3532 3.2609 -2.3622
H -5.5358 -0.6467 4.3841
H -0.6528 -5.8738 -3.2829
C 0.9501 -4.6175 -5.0610
H -4.3215 -2.0671 5.6914
H 3.2951 -4.1339 -3.7538
C 0.3812 -5.8130 -2.8750
H -5.9938 -3.6713 2.1376
H -1.0858 8.1993 0.3704
C 0.4973 -3.2997 -3.0670
C 1.4710 0.2261 -1.9793
H -2.4344 -1.8152 -2.2102
C -1.2468 -0.4524 3.0310
H -3.4223 -6.1471 4.4678
H 3.2206 3.3737 -0.8479
C 3.4014 1.6266 -2.0647
C -1.5153 6.2550 -0.2821
H 5.5938 3.3817 -1.2776
H -2.4395 1.2988 3.1750
C 0.1636 -0.9654 3.1262
C -4.7245 -5.0205 3.2789
C -2.4724 5.4503 -0.8395
C -1.8027 7.6255 -0.1690
O 0.8749 5.3162 3.4037
O 0.5227 -1.6446 0.8997
C 0.9216 -1.5586 2.0741
N -3.3915 -0.8412 2.6169
C -0.8710 -3.1527 -2.8681
H 4.0586 2.3221 -4.6566
H 5.7762 0.8035 -0.9877
H 0.1885 -0.1971 5.1782
Cl 1.5403 5.9465 2.2982
N -0.6348 -0.9144 -2.1114
C 2.7451 0.4947 -2.4615
C -4.2126 -0.7611 1.6042
N -2.0942 -1.1573 2.3869
C -5.3849 -3.8080 3.0356
C 1.4373 2.2263 -0.8744
Na -1.1450 -0.3540 0.1027
O 1.1873 5.3536 0.9975
H 0.8736 2.9909 -0.3662
H 2.8619 -2.4283 1.6997
H 5.8200 1.8621 -4.5631
C 2.6011 -4.7616 -3.2356
H 2.7370 -4.5312 -2.1584
C -2.3623 4.0411 -0.9622
C -1.6155 0.8242 3.7463
C -3.9400 -5.2139 4.3532
H -7.0096 -1.5142 3.9469
O 2.9865 5.8557 2.4882
C 2.7597 -1.8921 3.7900
C 2.2650 -1.9978 2.4815
H 1.7393 -3.9874 -5.5482
H -1.9935 0.6106 4.7066
C 1.9790 -1.2091 4.7392
H -1.5543 -3.9965 -3.0429
H 2.3766 -2.3549 -2.7580
C 1.1346 -4.6032 -3.5649
C 0.7248 -0.7747 4.3830
O 1.1397 7.3647 2.3117
H 4.6723 4.0438 -2.6570
C -2.9656 8.1657 -0.6835
C 0.6967 -1.0308 -2.3062
H -4.8312 7.6761 -1.7910
H -0.5708 5.8784 0.1461
H -0.0289 -4.3079 -5.4865
H 5.3922 -0.1878 -2.3892
H -0.7430 1.4659 3.8112
H 1.1199 -5.5849 -5.4671
C -5.2338 -2.7161 3.9032
C 1.2931 -2.1849 -2.7140
C -5.9449 -1.4158 3.7006
C -3.7212 -4.1096 5.2175
C 2.7195 2.5277 -1.2501
C -3.9184 7.3549 -1.3061
H -3.0564 9.2371 -0.6209
H 3.2444 -0.1764 -3.1624
C 5.7693 0.8127 -2.0819
C -1.3709 -1.9581 -2.3733
*
```

Output
Kohn-Sham gap	5.093	eV
HOMO energy	-1.72	eV

Atom charges from the Mulliken analysis, given in e for atoms 1 to 6: atom 1 (H): 0.364, atom 2 (H): 0.362, atom 3 (H): 0.477, atom 4 (C): 2.143, atom 5 (H): 0.349, atom 6 (S): -0.531

***

(4)
Entry from the OMol25 dataset: a structure of composition C19H40NP3ReS (ωB97M-V/def2-TZVPD).

ORCA input file:
```
! wB97M-V def2-TZVPD RIJCOSX def2/J DEFGRID3
* xyz 4 4
H 1.2402 2.6002 -2.2933
C -3.3591 2.4280 0.4668
S -1.1013 1.4253 -0.4373
H -1.5993 -3.5926 1.3286
H -1.4926 -1.6127 4.2085
C -1.8694 2.3950 0.8155
H -0.8667 3.9684 -1.9313
H -3.9616 2.2530 1.3654
H -3.7055 1.7242 -0.3154
C 3.7266 0.5670 -0.4622
H 4.1990 1.5195 -0.7279
H 4.0838 0.7696 3.6305
H 1.6285 -3.0904 2.5002
H 0.1837 -1.1498 3.8245
H 3.1961 -2.2343 -1.3650
C 1.2883 -3.5514 1.5647
P -1.2695 -1.1876 1.8465
C -1.4550 3.2578 -2.5111
P 1.2856 -2.3171 0.1971
H -3.1346 -2.7145 1.5533
C -2.9269 1.3173 -3.9462
H 2.8525 1.9786 4.1091
C 0.4217 -3.2481 -1.1494
H 3.2178 -3.6702 -0.3095
H -1.4153 3.4069 0.8028
H -3.6126 3.4319 0.0992
H -2.2331 -2.5224 0.0388
H -1.6640 1.9477 1.7910
N 1.4876 0.1415 2.0075
H 0.3015 -3.9998 1.7177
H 2.8697 0.3659 4.8672
C -2.8162 2.6298 -4.4222
H -0.6072 -3.4887 -0.8629
H -3.4768 -1.0012 2.8199
C 1.8532 2.4523 -1.3957
H 0.4091 -2.6506 -2.0693
H -1.9289 4.5775 -4.1533
H -2.3178 -0.0402 -2.3258
H 3.8114 0.4253 0.6242
H -3.4883 0.5509 -4.4828
C -0.6730 -1.7513 3.4937
C -2.2852 0.9650 -2.7660
C -1.6042 1.9498 -2.0224
H -0.3836 -2.8061 3.4736
Re 0.4322 -0.2379 0.5715
C 3.0404 0.9131 3.9353
C -2.7737 -0.2795 2.3821
H 1.9971 -4.3477 1.3041
H 3.7222 -2.0937 0.3414
H 1.4376 3.0338 -0.5630
C -2.1280 -2.6569 1.1215
H -3.3412 2.9066 -5.3358
C 3.0251 -2.5901 -0.3437
C 2.1580 0.3993 2.9306
H 0.9751 -4.1779 -1.3299
H 2.4683 -1.0111 -2.7038
H 0.8236 -0.3187 -2.9019
H -3.2666 0.2215 1.5423
C -2.0622 3.5822 -3.7296
C 1.8688 -0.0947 -2.6445
H 4.2251 -0.2514 -0.9922
H 2.8739 2.8018 -1.5969
H 2.2569 0.6472 -3.3564
H -2.5132 0.4692 3.1382
P 1.9718 0.6653 -0.9667
*
```

Output
<S²>	3.801
Kohn-Sham gap (spin up / spin down)	7.483 / 4.908	eV
HOMO energy (spin up / spin down)	-21.42 / -21.08	eV

Atom charges from the Mulliken analysis, given in e for atoms 1 to 6: atom 1 (H): 0.362, atom 2 (C): -1.460, atom 3 (S): 0.015, atom 4 (H): 0.367, atom 5 (H): 0.480, atom 6 (C): -0.394

***

M? In order: 339.46 172.22 808.40 593.73 g mol⁻¹.
Energy above the lowest of the compared OMol25 structures with the same formula, charge and spin? In order: 20.533 1.480 0.628 0.000 eV.
E? In order: -38427.4870 -16782.7727 -99507.7433 -62630.5061 eV.